Record 1
Below is CH3ClINO as an isolated structure, with properties calculated with ωB97M-V with the def2-TZVPD basis set.

Results
Calculated total energy (Ha): -927.56271
ΔE to the lowest compared entry with this formula, charge and spin (kcal per mole): 1.52
Gap between HOMO and LUMO (spin up / spin down) (eV): 6.9 / 6.8
Spin multiplicity: 3
Total charge: 0

Each line ends with the Mulliken spin population.
Cartesian coordinates (Å):
C (-0.2203, -0.1777, -0.1298)  0.015
N (-2.4056, 0.4735, -0.1977)  0.738
O (-1.5507, -0.2431, 0.4679)  0.119
Cl (-2.4388, 2.2976, 0.3206)  0.542
I (-4.2570, -0.3704, -0.0645)  0.593
H (-0.3210, 0.5660, -0.8787)  0.002
H (0.0309, -1.1756, -0.4957)  -0.004
H (0.4644, 0.2034, 0.6512)  -0.006

Record 2
Below is one molecule with the formula CH3ClN2O2, with properties calculated with ωB97M-V with the def2-TZVPD basis set.

Results
SMILES string: NNOC(=O)Cl
Calculated total energy (Ha): -760.00507
ΔE to the lowest compared entry with this formula, charge and spin (kcal per mole): 3.99
Gap between HOMO and LUMO (eV): 11.4
Total charge: 0

Each line ends with the natural charge from an NBO analysis.
Cartesian coordinates (Å):
N (1.4485, 0.0275, 0.3567)  -0.559
N (0.9519, -0.2505, -0.7874)  -0.143
O (-0.6330, -0.7117, -0.6583)  -0.477
C (-1.2809, 0.1152, 0.0865)  0.779
O (-0.8860, 1.1925, 0.4332)  -0.622
Cl (-2.9316, -0.6424, 0.3174)  -0.096
H (0.9103, 0.6599, 0.8974)  0.385
H (1.6484, -0.9684, 0.7489)  0.374
H (0.7723, 0.5780, -1.3943)  0.359

Record 3
Below is one molecule with the formula CH3ClN2O2, with properties calculated with ωB97M-V with the def2-TZVPD basis set.

Results
SMILES string: [O-]/[NH+]=N/[C@H](O)Cl
Calculated total energy (Ha): -759.95001
ΔE to the lowest compared entry with this formula, charge and spin (kcal per mole): 38.55
Gap between HOMO and LUMO (eV): 10.7
Total charge: 0

Each line ends with the natural charge from an NBO analysis.
Cartesian coordinates (Å):
O (2.3085, -1.5011, -0.0856)  -0.381
N (1.2554, -1.0358, 0.2885)  0.218
N (0.9321, 0.1306, 0.0041)  -0.271
C (-0.5530, 0.5471, 0.1560)  0.197
O (-1.5862, 0.2124, -0.8402)  -0.695
Cl (-0.4260, 2.3350, 0.1043)  -0.044
H (0.4965, -1.7495, 0.8384)  0.311
H (-0.8973, 0.2713, 1.1098)  0.178
H (-1.5300, 0.7900, -1.5753)  0.488

Record 4
Below is one molecule with the formula CH3ClN2O2, with properties calculated with ωB97M-V with the def2-TZVPD basis set.

Results
SMILES string: NC(=O)N(O)Cl
Calculated total energy (Ha): -760.00466
ΔE to the lowest compared entry with this formula, charge and spin (kcal per mole): 4.26
Gap between HOMO and LUMO (eV): 10.2
Total charge: 0

Each line ends with the natural charge from an NBO analysis.
Cartesian coordinates (Å):
N (-1.1754, -0.7598, -0.3138)  -0.850
C (0.1843, -0.7567, -0.0778)  0.742
O (0.8698, -1.7675, -0.0948)  -0.582
N (0.7768, 0.5419, 0.3734)  -0.173
O (0.0735, 1.6146, -0.0534)  -0.539
Cl (2.5361, 0.5256, -0.0870)  0.079
H (-1.5582, 0.1271, -0.5370)  0.417
H (-1.5260, -1.6061, 0.0099)  0.421
H (-0.1810, 2.0808, 0.7803)  0.485

Which value of total charge does entry 1 give? 0